1.
28
Properties=species:S:1:pos:R:3 method="wB97M-V/def2-TZVPD" total_energy_ev=-308362.110 spin_multiplicity=5 homo_lumo_gap_ev="6.25 / 5.52" homo_energy_ha="-0.2230 / -0.2355"
H 1.52495 -2.11122 2.57516
O -0.89564 -1.40616 0.08680
H 0.96109 2.16951 -1.56240
Fe 1.01399 -0.56629 -0.29618
H 1.86650 -0.65847 3.56350
Se 2.05100 1.48444 -4.86935
C -0.10849 2.00425 -1.66364
C -1.86502 -0.78473 -0.76307
H -2.38918 1.18702 -1.43052
H -0.64920 2.95193 -1.61175
C -1.16771 -1.42448 1.48878
H -2.33293 1.03226 0.32758
O 0.93848 -0.28258 1.75264
H 2.80959 -0.98969 2.07898
O -0.49617 1.15921 -0.57235
C -0.42117 -0.30078 2.18852
H -0.28894 1.50622 -2.61756
H -0.46760 -0.42639 3.27312
Se 3.35632 2.51625 -3.48804
H -2.24267 -1.34958 1.67287
H -0.83082 0.67320 1.92821
C 1.83432 -1.06412 2.55069
H -0.82183 -2.39524 1.84588
Se 3.20904 -0.18059 -1.06099
H -2.85719 -1.19488 -0.55476
H -1.55738 -1.06161 -1.77012
C -1.84555 0.72549 -0.60301
Se 1.67219 -1.21294 -2.46899

---

2.
131
Properties=species:S:1:pos:R:3 method="wB97M-V/def2-TZVPD" total_energy_ev=-105564.506 spin_multiplicity=1 homo_lumo_gap_ev=6.67 homo_energy_ha=-0.3929 total_charge=+1
C -7.10653 -1.15725 5.70611
H 2.58465 1.39662 2.59045
H -1.84008 2.81233 7.17234
O 2.49442 -2.50447 3.74923
C 4.13227 5.33984 -7.22165
H -1.10472 -1.24716 -4.69138
H 0.32884 -1.49183 -3.69522
H 4.70080 -2.80550 7.14343
H 2.51146 -3.66342 6.19874
C 4.75702 -2.71838 6.05418
C 0.83478 2.07255 -1.40571
C -2.02471 0.93979 -1.98484
H -3.22623 -4.49836 -5.40158
H 4.10680 -1.90206 5.72977
H -1.64747 4.16252 -4.61116
C 0.44487 0.64913 -1.23816
O -4.21695 -6.00060 -4.37736
H -0.65698 1.52160 7.50039
H -5.00439 0.50695 9.22600
N 1.50551 4.75291 -1.68187
H 2.89475 -4.48341 3.27787
H 0.21121 -0.17093 5.75090
H 5.78341 -2.48867 5.77446
H 2.71280 4.16576 -3.25659
C 1.71156 2.47934 -2.40129
H 1.26567 1.52227 1.40642
C -0.22182 4.92308 -6.02637
P -1.09823 1.38868 -4.64993
C -1.36045 1.91657 6.76525
C 3.09784 2.28529 -6.18356
O -4.51674 -0.61058 7.54538
H -7.99612 -0.55775 5.89018
H -4.21943 -3.75134 -1.27865
O -0.31565 2.66375 -5.17910
H 3.74857 -1.10348 2.98973
O -6.96946 -2.05494 6.79039
C -0.04862 -1.00749 -4.59372
C -4.80793 -1.94978 7.90812
C -3.51752 -4.50152 -1.64109
O 5.21878 4.43272 -7.25383
H -5.83250 -3.68265 7.21250
H -2.02502 -1.63066 -1.38986
C 2.75916 0.27427 -0.57009
C -1.82539 1.97080 -3.09728
H -5.16232 -4.18253 -3.98779
C 0.65723 4.35727 -0.73458
C -5.36208 -5.16584 -4.41982
H 5.77687 2.67326 -4.45241
C -0.83485 0.14203 -1.47516
Cl 3.80127 0.01619 -1.89272
C 0.75020 -1.44194 -5.81152
H -6.38427 0.04342 8.19947
H -7.23876 -1.70197 4.76449
O -2.85070 -3.95531 -2.76839
C -5.33582 0.34719 8.19472
C 2.02106 3.83342 -2.49262
C -2.19319 -4.93423 -3.56449
H -2.80596 -4.73973 -0.84098
C 2.41193 -3.89040 4.06139
C 5.27533 2.85292 -5.40822
H 2.13721 1.78788 -3.11014
H 3.43429 2.56976 -7.18176
H 6.86441 4.07975 -6.11638
H 0.60148 3.60567 4.87082
H -1.93962 -5.80723 -2.95499
C 0.29463 3.02950 -0.54951
C 3.09259 0.78430 0.61449
H 0.56751 3.41482 6.62930
C 3.02701 -4.21376 5.40472
H 3.33960 -2.42341 1.86412
H 1.84877 -0.86220 5.63088
H 0.00983 5.64411 -5.24407
H -2.50428 1.42727 -1.13361
O 4.41454 -3.94524 5.43196
C -0.04156 -2.03023 -0.73834
C 2.10862 0.92189 1.74191
H 5.58371 4.97854 -5.28990
C 1.16705 -0.28790 6.26707
H -0.39824 2.76374 0.23858
C -3.01757 -5.36058 -4.75939
H -1.87519 3.52813 -6.24103
C 1.18823 -1.50288 -0.54437
H 2.89331 -5.28265 5.59438
O -2.11602 0.86892 -5.57290
H -5.19325 -2.65976 5.91622
H -0.68952 5.45294 -6.85196
C 0.52480 2.87168 5.68023
H 3.60652 5.25114 -8.17069
H 1.00097 -0.83504 7.19378
C -1.12757 3.81698 -5.50526
H 2.07041 2.61867 -6.04052
H -4.07045 -5.40478 -1.90097
H 2.03051 -2.07337 -0.18440
C 1.69690 1.91941 5.57660
H 4.49898 -2.69774 3.18488
H 1.72943 -0.05948 2.02857
H -3.85576 -2.48570 7.96904
N 1.41130 -0.19718 -0.79470
H -5.27725 -1.98421 8.89617
H 1.35150 -4.15653 4.08388
H 0.72138 4.49688 -6.36159
O 1.73339 0.96421 6.61482
H 1.04146 -0.57197 -6.39568
C 3.58062 -2.17752 2.90928
H -1.25940 -4.48962 -3.92456
H -5.23992 1.28342 7.64676
O -0.71799 2.21201 5.53335
H -2.12455 1.16608 6.56898
H -1.26695 2.83476 -2.74415
O 3.87707 2.88059 -5.15800
H -6.14263 -5.65705 -3.84240
H 4.48740 6.36935 -7.11132
H -5.71217 -5.03977 -5.44873
H 3.43950 5.11220 -6.40718
H 0.18228 -2.12076 -6.44204
H -0.21705 -3.07551 -0.53427
H -2.43122 -6.07843 -5.34039
H 1.67044 1.41526 4.60322
H 5.52193 2.02603 -6.08152
H -2.74292 0.20130 -2.34280
H 0.23993 5.12372 -0.09442
H 2.62452 2.49855 5.63604
C -1.04645 -1.20262 -1.21081
C 5.78133 4.15630 -5.98594
H -6.24243 -0.49456 5.61864
H 3.12561 1.19195 -6.09653
H -2.80617 2.34357 -3.39303
O 0.12173 0.41948 -4.35846
Cl 4.68619 1.29456 0.90888
C -5.68829 -2.64619 6.89368
H 1.66735 -1.94966 -5.51539

---

3.
16
Properties=species:S:1:pos:R:3 method="wB97M-V/def2-TZVPD" total_energy_ev=-16624.708 relative_energy_kcal_mol=98.2 spin_multiplicity=1 homo_lumo_gap_ev="7.97 / 7.96" homo_energy_ha="-0.4550 / -0.4605" total_charge=+1
H 3.56169 -1.20837 -0.31453
H 0.35000 0.25658 1.47740
S 2.01534 0.57100 -0.32824
C -2.31759 -0.46402 -0.18916
N -0.62979 1.43218 -0.12869
H 2.05222 -1.79809 0.27262
C 2.72198 -1.00717 0.28789
H -1.10417 1.92373 0.61064
H 3.04796 -0.74678 1.22833
H -2.11874 -0.87974 0.81889
H -3.29698 0.25902 -0.29080
C 0.44835 0.63321 0.53232
H -2.55791 -1.35289 -0.74837
C -1.16240 0.26608 -0.80974
H -0.28782 2.07463 -0.71165
H -0.72213 0.04063 -1.70691

---

4.
72
Properties=species:S:1:pos:R:3 method="wB97M-V/def2-TZVPD" total_energy_ev=-44259.982 spin_multiplicity=1 homo_lumo_gap_ev=2.05 homo_energy_ha=-0.3814 total_charge=+1
H -4.13249 -3.51865 5.88138
O 5.46864 0.82412 -2.75837
N 4.58329 1.94357 -0.41184
C -7.21245 0.00473 2.21948
H 6.26335 3.00195 -0.99838
O 2.19935 -6.24474 -4.55876
H 4.37555 -0.24985 -4.31164
C -6.98040 1.51041 2.53762
C -0.41909 -1.82707 -2.39233
C -7.37648 3.23178 4.18612
H -0.73512 -0.80005 -2.20937
C 5.25165 2.85399 -1.37611
H 4.15570 2.24409 -3.17239
H 1.16988 -5.78627 2.17061
H -1.46445 3.99041 1.59393
H 6.26982 1.79236 1.51767
H 1.38322 -6.64493 -4.85877
H 1.93148 -5.64901 -3.85906
H -1.25242 2.87593 -7.09475
H 0.16420 -0.37685 -7.12527
O -1.50386 3.40483 -6.33759
H -1.11491 -1.05875 -7.56210
H 4.83518 3.85283 -1.50647
H 5.84210 2.72008 -3.49788
H 5.17680 2.66051 2.77744
C -6.40328 -2.21953 2.60641
H 4.87937 -5.50499 -2.61082
H -8.21681 -0.16396 1.83100
H 7.70345 5.13890 2.12066
H 6.10989 -0.57094 -4.11383
C 5.33999 0.19971 -4.07537
H -5.90087 1.63961 2.46021
C 6.81146 4.60563 2.44942
O -0.38064 -0.54250 -7.89465
H -7.52770 2.02210 1.74595
H 5.98874 5.32055 2.43855
H 1.56405 -5.92179 0.71522
Cd 4.69052 -1.70911 -0.72646
C -5.57349 -3.07379 3.54949
H 5.53713 0.93987 -4.85087
H -2.01931 2.81169 -5.79103
H -6.64569 -0.10243 1.29461
H 3.66850 1.82811 -0.82406
O 0.91366 -2.10824 -2.33703
H -6.09506 -0.43148 3.70015
O 1.10471 -6.37746 1.42062
H -0.59086 -1.83388 -3.46869
C -3.65395 -3.31679 4.92307
O -4.33407 -2.55914 3.97158
C 5.18222 2.19194 -2.80960
H -6.34013 3.45662 3.93412
H -1.08653 -2.58680 -1.98559
H -3.37178 -4.30435 4.55809
H -7.40924 3.21906 5.27555
H 3.61686 1.94413 1.33973
H -6.22607 -3.35423 4.37629
O 5.50829 -4.87704 -2.25532
C 5.64131 2.63973 1.79158
H -7.26183 -2.83026 2.32716
O -7.64735 1.89952 3.77635
O -1.56664 3.43523 0.82092
H -5.22628 -4.02639 3.14937
H -2.69112 -2.84070 5.10857
H -5.74893 -2.12955 1.73932
H 6.35169 -5.32680 -2.30676
O 6.37236 3.74815 1.45546
N -6.81474 -0.97954 3.25093
H 6.88375 4.15896 3.44107
H -8.06268 3.94795 3.73409
H -2.40254 3.70504 0.44049
C 4.39147 2.53957 0.85649
H 4.05964 3.54421 0.59435